ORCA calculation (ωB97M-V/def2-TZVPD) on C17H18BClHgN6O2 as an isolated structure in a non-equilibrium geometry.

XYZ file:
```
46
Properties=species:S:1:pos:R:3:nbo_charge:R:1
H 0.07 3.05 0.49 0.223
N 0.44 1.88 -1.22 -0.382
B 1.05 1.02 -3.53 0.556
N 0.90 2.15 -2.49 -0.342
C 1.08 3.48 -2.62 -0.011
Hg -0.51 -0.34 -0.50 1.569
H 1.42 3.87 -3.57 0.220
C 0.76 4.08 -1.41 -0.360
H 0.79 5.13 -1.18 0.226
C 0.38 3.03 -0.55 -0.034
H 1.51 1.42 -4.56 -0.029
C -1.90 -2.63 0.96 -0.833
H -2.26 -2.60 1.99 0.237
H -0.93 -3.13 0.94 0.237
H -2.60 -3.17 0.32 0.216
N -0.37 0.40 -3.67 -0.295
N 1.91 -0.09 -2.88 -0.335
N -1.06 -0.13 -2.61 -0.432
N 1.58 -0.60 -1.65 -0.403
C -1.13 0.32 -4.78 0.012
C 2.98 -0.73 -3.37 -0.005
H -0.72 0.69 -5.71 0.234
H 3.35 -0.47 -4.35 0.223
C -2.35 -0.26 -4.43 -0.350
C 3.39 -1.66 -2.41 -0.358
C -2.28 -0.52 -3.06 -0.023
C 2.49 -1.53 -1.33 -0.030
H -3.17 -0.47 -5.09 0.235
H 4.21 -2.34 -2.49 0.228
H -2.99 -0.94 -2.36 0.219
H 2.45 -2.03 -0.38 0.236
H -1.82 -1.56 0.61 0.140
Cl -1.29 -0.11 8.28 0.023
C -0.92 -0.25 6.61 -0.047
C -0.03 -1.24 6.18 -0.238
C 0.31 -1.32 4.82 -0.160
C -0.24 -0.44 3.88 -0.167
C -1.15 0.54 4.33 -0.169
C -1.49 0.63 5.68 -0.231
C 0.13 -0.56 2.40 0.785
O 0.97 -1.41 2.05 -0.675
O -0.56 0.24 1.63 -0.839
H 0.41 -1.94 6.89 0.227
H 1.01 -2.08 4.48 0.241
H -1.59 1.22 3.61 0.236
H -2.19 1.38 6.03 0.225
```

Calculated values
HOMO-LUMO gap = 8.6 eV
M = 585.2 g/mol
E_HOMO = -8.96 eV

ORCA calculation (ωB97M-V/def2-TZVPD) on C17H18BCoN7O4 as an isolated structure in a non-equilibrium geometry.

XYZ file:
```
48
Properties=species:S:1:pos:R:3:nbo_charge:R:1
H -0.24 3.00 0.24 0.242
N 0.24 1.74 -1.40 -0.382
B 0.88 0.82 -3.65 0.542
N 0.76 1.99 -2.65 -0.327
C 1.02 3.31 -2.78 -0.002
Co -0.33 -0.19 -0.92 1.369
H 1.41 3.70 -3.71 0.221
C 0.68 3.94 -1.58 -0.358
H 0.77 4.98 -1.34 0.229
C 0.17 2.92 -0.75 -0.003
H 1.29 1.13 -4.73 -0.022
C -1.63 -2.30 0.16 -0.750
H -1.99 -2.11 1.19 0.236
H -0.81 -3.04 0.22 0.227
H -2.47 -2.76 -0.40 0.219
N -0.56 0.22 -3.69 -0.294
N 1.73 -0.27 -2.95 -0.308
N -1.15 -0.20 -2.50 -0.420
N 1.31 -0.74 -1.71 -0.398
C -1.42 0.01 -4.70 0.032
C 2.84 -0.93 -3.32 0.010
H -1.13 0.29 -5.71 0.232
H 3.30 -0.71 -4.27 0.227
C -2.58 -0.56 -4.18 -0.352
C 3.18 -1.83 -2.30 -0.352
C -2.38 -0.66 -2.80 0.007
C 2.20 -1.68 -1.31 -0.006
H -3.46 -0.87 -4.73 0.237
H 4.01 -2.49 -2.28 0.231
H -3.02 -1.04 -2.02 0.226
H 2.07 -2.18 -0.36 0.226
H -1.27 -1.30 -0.37 0.079
O -1.46 1.26 1.27 -0.678
C -0.54 0.50 1.65 0.759
O 0.32 -0.12 0.87 -0.825
C -0.37 0.18 3.11 -0.131
C 0.37 -0.95 3.51 -0.123
C 0.50 -1.27 4.85 -0.199
C -0.07 -0.43 5.83 0.019
C -0.81 0.71 5.44 -0.179
C -0.97 0.99 4.09 -0.171
N 0.12 -0.74 7.20 0.498
O 0.78 -1.77 7.49 -0.382
O -0.38 0.01 8.08 -0.374
H 0.83 -1.59 2.76 0.228
H 1.05 -2.15 5.17 0.250
H -1.25 1.34 6.21 0.249
H -1.55 1.85 3.78 0.242
```

Calculated values
⟨S²⟩ = 3.761
HOMO-LUMO gap (spin up / spin down) = 7.9 / 8.3 eV
Multiplicity = 4
M = 454.1 g/mol
E_HOMO (spin up / spin down) = -8.81 / -9.14 eV

ORCA calculation (ωB97M-V/def2-TZVPD) on C17H18BN7O3SSn as an isolated structure in a non-equilibrium geometry.

XYZ file:
```
48
Properties=species:S:1:pos:R:3:nbo_charge:R:1
H 0.23 3.66 -0.33 0.245
N 0.03 1.90 -1.55 -0.434
B -0.36 0.36 -3.61 0.549
N -0.03 1.71 -2.91 -0.300
C 0.10 2.90 -3.52 0.022
Sn -0.23 0.22 -0.13 1.368
H 0.07 2.94 -4.60 0.231
C 0.24 3.88 -2.55 -0.343
H 0.34 4.94 -2.72 0.237
C 0.18 3.23 -1.32 0.007
H -0.26 0.47 -4.80 -0.029
C -2.94 -2.51 1.84 -0.856
H -2.33 -3.25 2.38 0.217
H -2.31 -1.63 1.61 0.219
H -3.33 -2.92 0.89 0.210
N -1.83 -0.03 -3.22 -0.338
N 0.57 -0.73 -3.06 -0.309
N -2.14 -0.21 -1.90 -0.351
N 0.90 -0.86 -1.74 -0.427
C -2.91 -0.26 -3.99 -0.011
C 1.15 -1.71 -3.78 0.019
H -2.85 -0.19 -5.07 0.219
H 1.02 -1.75 -4.85 0.230
C -3.98 -0.59 -3.15 -0.358
C 1.89 -2.50 -2.90 -0.346
C -3.44 -0.55 -1.84 -0.028
C 1.71 -1.94 -1.64 0.006
H -4.99 -0.82 -3.43 0.228
H 2.47 -3.36 -3.15 0.235
H -3.96 -0.73 -0.90 0.220
H 2.11 -2.28 -0.70 0.256
H -3.77 -2.18 2.46 0.210
O 1.51 -1.85 1.60 -0.627
C 1.62 -0.72 2.12 0.647
N 1.38 0.45 1.41 -1.040
S 1.18 1.83 2.35 2.261
O 2.11 2.87 1.95 -0.907
O -0.24 2.14 2.32 -0.928
C 1.67 0.94 3.81 -0.217
C 1.76 1.44 5.11 -0.211
C 2.14 0.56 6.14 -0.191
C 2.40 -0.80 5.86 -0.199
C 2.28 -1.28 4.56 -0.156
C 1.92 -0.39 3.53 -0.152
H 1.55 2.49 5.30 0.234
H 2.22 0.92 7.16 0.224
H 2.69 -1.47 6.68 0.225
H 2.45 -2.32 4.30 0.238
```

Calculated values
HOMO-LUMO gap = 8.0 eV
M = 530.0 g/mol
E_HOMO = -7.85 eV